No. 1
# C31H37BrCl52FN4O7PS

A cluster of 14 separate species, C31H37BrCl52FN4O7PS in total (ωB97M-V/def2-TZVPD, OMol25).

Properties
* frontier orbital gap: 8.83 eV
* E_LUMO: -0.6 eV

```
! RIJCOSX wB97M-V def2-TZVPD def2/J DEFGRID3
* xyz 0 1
C -4.95 0.09 0.16
C -4.33 -0.84 -1.09
C -2.74 -0.64 -1.36
Br -2.69 -0.39 -3.39
C -1.70 -1.77 -0.78
P -2.41 -2.39 0.92
O -1.39 -3.35 1.72
O -2.76 -1.14 2.08
O -3.82 -3.39 0.80
C -1.59 -3.01 -1.90
C -2.99 -3.71 -2.34
C -2.69 -4.72 -3.64
O -2.11 -4.02 -4.79
S -0.52 -4.46 -1.25
O 0.25 -5.18 -2.43
O -1.33 -5.49 -0.43
O 0.68 -3.72 -0.32
C 0.98 -2.44 -0.91
F 2.38 -2.14 -0.44
C -0.11 -1.21 -0.60
C 0.35 -0.14 -1.75
C -0.09 1.41 -1.65
C 1.02 2.28 -2.55
C 0.21 2.85 -3.90
N 1.01 3.85 -4.70
C 0.11 -0.48 0.84
C 1.49 0.36 1.10
C 2.17 -0.10 2.55
C 1.19 0.32 3.82
N 1.78 1.41 4.70
C 0.56 2.00 5.44
N -0.31 1.19 6.19
N 0.18 3.48 5.40
H -5.96 0.61 -0.13
H -5.14 -0.57 1.13
H -4.16 0.91 0.51
H -4.73 -1.94 -1.08
H -4.93 -0.36 -2.01
H -2.48 0.37 -0.78
H -2.68 -0.22 1.71
H -3.72 -4.26 1.32
H -0.98 -2.67 -2.87
H -3.83 -3.00 -2.74
H -3.46 -4.45 -1.53
H -2.14 -5.71 -3.32
H -3.78 -5.06 -3.98
H -1.11 -4.04 -4.62
H 1.11 -2.51 -2.10
H 1.55 -0.13 -1.72
H 0.14 -0.65 -2.82
H -0.07 1.90 -0.59
H -1.13 1.70 -2.11
H 1.50 3.16 -1.92
H 1.89 1.63 -2.96
H -0.83 3.32 -3.57
H -0.06 1.94 -4.60
H 1.87 4.16 -4.19
H 1.23 3.39 -5.61
H -0.76 0.34 0.91
H 0.05 -1.21 1.78
H 2.30 0.31 0.26
H 1.24 1.52 1.25
H 3.14 0.56 2.68
H 2.49 -1.23 2.57
H 0.84 -0.59 4.47
H 0.19 0.78 3.35
H 2.27 2.15 4.15
H -1.07 1.80 6.61
H 0.84 4.05 5.97
H 0.21 3.73 4.38
C 5.04 1.08 -3.63
Cl 4.30 -0.04 -2.45
Cl 3.87 2.35 -4.05
Cl 6.49 1.82 -2.91
Cl 5.50 0.18 -5.10
C -5.51 -8.20 -3.49
Cl -6.25 -9.31 -2.32
Cl -6.68 -6.92 -3.92
Cl -4.06 -7.46 -2.77
Cl -5.05 -9.09 -4.96
C 4.33 -3.37 4.48
Cl 3.71 -4.62 5.59
Cl 6.08 -3.17 4.75
Cl 4.05 -3.88 2.80
Cl 3.50 -1.83 4.79
C 0.28 7.26 3.92
Cl 1.37 8.46 3.17
Cl 1.09 6.51 5.31
Cl -1.21 8.08 4.46
Cl -0.13 6.01 2.72
C -0.65 12.43 2.71
Cl 0.39 13.04 4.02
Cl -1.21 10.79 3.12
Cl -2.05 13.50 2.50
Cl 0.29 12.37 1.19
C -7.27 3.82 0.27
Cl -8.84 3.90 -0.57
Cl -7.40 2.72 1.67
Cl -6.03 3.21 -0.85
Cl -6.82 5.44 0.84
C 4.16 -7.73 1.22
Cl 3.42 -8.85 2.39
Cl 2.99 -6.45 0.80
Cl 5.61 -6.99 1.94
Cl 4.62 -8.63 -0.25
C 7.37 -5.00 8.53
Cl 8.44 -3.58 8.46
Cl 6.05 -4.81 7.36
Cl 8.31 -6.47 8.13
Cl 6.70 -5.17 10.17
C 3.05 5.55 -7.54
Cl 1.54 5.22 -8.43
Cl 2.89 7.09 -6.66
Cl 3.35 4.23 -6.38
Cl 4.41 5.66 -8.69
C 5.58 9.68 -9.99
Cl 4.84 8.56 -8.82
Cl 4.41 10.95 -10.42
Cl 7.03 10.42 -9.27
Cl 6.04 8.78 -11.46
C 1.09 -10.67 -0.87
Cl -0.48 -10.59 -1.71
Cl 0.96 -11.77 0.53
Cl 2.33 -11.28 -1.99
Cl 1.55 -9.04 -0.30
C -9.81 0.04 -0.87
Cl -11.05 1.31 -1.00
Cl -8.21 0.73 -1.24
Cl -9.80 -0.62 0.79
Cl -10.17 -1.26 -2.02
C 3.19 2.27 8.60
Cl 4.26 3.70 8.53
Cl 1.87 2.47 7.43
Cl 4.13 0.81 8.20
Cl 2.52 2.11 10.24
*
```

Atomic partial charges in e from the Löwdin method, atoms 1 to 5: atom 1 (C): -0.148, atom 2 (C): -0.286, atom 3 (C): -0.545, atom 4 (Br): 0.739, atom 5 (C): -0.302

=====

No. 2
# C32H30IN2OP2V

A structure of composition C32H30IN2OP2V (ωB97M-V/def2-TZVPD, OMol25).

Properties
* <S²>: 3.7625
* frontier orbital gap (alpha / beta): 7.10 / 6.98 eV
* E_LUMO (alpha / beta): -2.7 / -2.9 eV

```
! RIJCOSX wB97M-V def2-TZVPD def2/J DEFGRID3
* xyz 1 4
V 0.18 -0.61 -0.07
C -2.13 -1.29 2.33
P -2.22 -1.01 0.51
C -3.19 -2.37 -0.18
C -2.62 -3.19 -1.14
C -3.34 -4.26 -1.66
C -4.63 -4.51 -1.22
C -5.21 -3.69 -0.26
C -4.50 -2.62 0.26
C -3.25 0.48 0.29
C -4.11 0.59 -0.81
C -4.79 1.78 -1.04
C -4.63 2.86 -0.19
C -3.77 2.76 0.90
C -3.08 1.57 1.13
C -0.70 -1.24 2.78
C -0.18 -1.33 4.04
C 1.23 -1.27 3.92
C 1.52 -1.14 2.59
C 2.83 -1.14 1.87
P 2.63 -0.18 0.32
C 4.00 -0.67 -0.76
C 3.77 -1.69 -1.68
C 4.79 -2.16 -2.49
C 6.06 -1.59 -2.38
C 6.29 -0.58 -1.47
C 5.27 -0.12 -0.66
C 2.94 1.55 0.76
C 3.14 2.47 -0.27
C 3.33 3.81 0.02
C 3.31 4.25 1.33
C 3.09 3.34 2.36
C 2.90 2.00 2.08
N 0.34 -1.11 1.86
H -2.59 -2.25 2.54
H -2.74 -0.54 2.84
H -1.61 -3.00 -1.48
H -2.88 -4.91 -2.40
H -5.19 -5.34 -1.63
H -6.22 -3.88 0.08
H -4.95 -1.98 1.01
H -4.25 -0.25 -1.47
H -5.47 1.85 -1.89
H -5.17 3.78 -0.37
H -3.64 3.60 1.57
H -2.41 1.51 1.98
H -0.75 -1.44 4.95
H 1.95 -1.33 4.73
H 3.11 -2.15 1.55
H 3.65 -0.76 2.48
H 2.78 -2.13 -1.77
H 4.61 -2.95 -3.20
H 6.86 -1.95 -3.02
H 7.28 -0.14 -1.39
H 5.46 0.68 0.05
H 3.16 2.13 -1.30
H 3.51 4.51 -0.79
H 3.47 5.29 1.56
H 3.06 3.68 3.39
H 2.71 1.30 2.89
N -0.91 1.04 -3.75
C -0.81 1.32 -2.45
O -0.22 0.54 -1.68
C -1.40 2.60 -1.96
I 0.03 4.16 -2.20
H -0.46 0.22 -4.12
H -1.31 1.70 -4.39
H -1.62 2.52 -0.90
H -2.29 2.88 -2.51
*
```

Atomic partial charges in e from the Löwdin method, atoms 1 to 5: atom 1 (V): 0.671, atom 2 (C): -0.241, atom 3 (P): 1.037, atom 4 (C): -0.383, atom 5 (C): -0.098

=====

Number 1: largest force on an atom 0.1629 hartree/bohr. Number 2: largest force on an atom 0.0046 hartree/bohr.